(1)
{"formula": "C26H34N6O6S2Sc", "method": "wB97M-V/def2-TZVPD", "species": ["Sc", "O", "C", "O", "C", "C", "C", "C", "C", "N", "C", "O", "O", "H", "H", "H", "H", "C", "N", "C", "N", "S", "H", "H", "H", "H", "H", "H", "C", "C", "C", "C", "N", "C", "S", "N", "C", "C", "C", "C", "H", "H", "H", "H", "H", "H", "H", "H", "H", "H", "H", "H", "H", "H", "H", "H", "H", "H", "H", "H", "O", "C", "N", "C", "O", "C", "C", "C", "C", "C", "C", "H", "H", "H", "H"], "coordinates": [[-0.203, -0.290, 0.084], [1.989, 3.129, -2.179], [1.366, 2.355, -1.309], [0.222, 1.979, -1.434], [2.161, 2.002, -0.102], [3.368, 2.556, 0.255], [3.903, 2.208, 1.494], [3.195, 1.376, 2.337], [1.986, 0.867, 1.889], [1.515, 1.142, 0.681], [1.049, 0.003, 2.730], [1.351, -0.325, 3.849], [-0.056, -0.262, 2.103], [1.393, 3.318, -2.923], [3.869, 3.249, -0.408], [4.857, 2.617, 1.801], [3.540, 1.111, 3.328], [-1.411, -4.109, -3.497], [-1.132, -2.700, -3.248], [0.038, -2.227, -2.858], [1.058, -3.068, -2.733], [0.239, -0.540, -2.593], [-2.481, -4.241, -3.608], [-1.080, -4.727, -2.658], [-0.925, -4.450, -4.413], [-1.882, -2.030, -3.267], [0.979, -4.051, -2.935], [1.938, -2.701, -2.417], [-4.398, 5.549, 1.683], [-4.822, 4.334, 0.863], [-3.749, 3.828, -0.099], [-2.443, 3.418, 0.577], [-2.631, 2.428, 1.649], [-2.778, 1.105, 1.484], [-2.676, 0.389, -0.095], [-2.999, 0.391, 2.568], [-3.265, -1.051, 2.625], [-4.665, -1.463, 2.197], [-5.810, -0.901, 3.040], [-6.137, 0.574, 2.796], [-5.226, 5.926, 2.286], [-4.060, 6.364, 1.036], [-3.577, 5.322, 2.373], [-5.711, 4.584, 0.280], [-5.132, 3.521, 1.530], [-3.511, 4.607, -0.832], [-4.129, 2.974, -0.665], [-1.949, 4.279, 1.026], [-1.763, 2.995, -0.152], [-2.813, 2.799, 2.569], [-3.023, 0.884, 3.447], [-3.081, -1.337, 3.661], [-2.522, -1.553, 2.019], [-4.685, -2.555, 2.233], [-4.807, -1.209, 1.144], [-5.610, -1.071, 4.105], [-6.702, -1.488, 2.812], [-5.372, 1.250, 3.189], [-7.079, 0.847, 3.275], [-6.239, 0.777, 1.724], [-2.808, -3.555, -0.179], [-1.621, -3.540, 0.038], [-0.801, -2.413, 0.030], [0.464, -2.791, 0.288], [1.357, -1.916, 0.306], [0.560, -4.258, 0.479], [1.617, -5.107, 0.737], [1.326, -6.466, 0.841], [0.026, -6.937, 0.691], [-1.035, -6.069, 0.434], [-0.739, -4.728, 0.331], [2.627, -4.732, 0.867], [2.121, -7.173, 1.047], [-0.160, -8.001, 0.786], [-2.052, -6.428, 0.323]], "e_above_lowest_ev": 0.524, "energy_ha": -3348.37755, "homo_ev": -11.496, "charge": 1}



(2)
{"formula": "C8H14N2O5", "method": "wB97M-V/def2-TZVPD", "species": ["C", "C", "N", "C", "O", "N", "C", "C", "C", "C", "O", "O", "C", "O", "O", "H", "H", "H", "H", "H", "H", "H", "H", "H", "H", "H", "H", "H", "H"], "coordinates": [[3.060, -1.199, 0.534], [1.765, -1.934, 0.952], [1.868, -3.458, 1.361], [0.603, -1.848, -0.202], [0.227, -2.898, -0.695], [-0.093, -0.682, -0.559], [-0.157, 0.561, 0.131], [-0.277, 1.795, -0.712], [-1.290, 1.724, -1.763], [-2.456, 2.809, -1.873], [-3.078, 3.278, -2.861], [-2.625, 3.471, -0.666], [-1.392, 0.478, 1.109], [-2.371, 1.282, 1.185], [-1.333, -0.494, 2.020], [3.034, 0.133, 0.648], [3.862, -1.692, 1.223], [3.244, -1.454, -0.630], [1.295, -1.510, 1.980], [2.152, -4.018, 0.552], [0.681, -3.699, 1.452], [-0.693, -1.057, -1.295], [0.607, 0.544, 0.908], [-0.486, 2.544, 0.029], [0.859, 2.195, -1.158], [-0.788, 1.745, -2.835], [-1.877, 0.703, -1.880], [-2.536, 3.036, 0.178], [-1.805, -0.356, 2.867]], "e_above_lowest_ev": 5.025, "energy_ha": -798.84114, "homo_ev": -10.088, "smiles": "C[C@H](N)C(=O)N[C@@H](CCC(=O)O)C(=O)O", "charge": 0}



(3)
{"formula": "CH2P2S3", "method": "wB97M-V/def2-TZVPD", "species": ["C", "P", "P", "S", "S", "S", "H", "H"], "coordinates": [[0.095, -1.293, 0.559], [0.540, -0.701, 2.149], [1.295, -2.319, 0.140], [2.539, -1.618, 1.756], [0.892, 1.409, 2.190], [1.679, 1.912, 0.231], [-0.906, -1.410, 0.040], [0.557, 1.346, -0.455]], "e_above_lowest_ev": 1.335, "energy_ha": -1916.56410, "homo_ev": -9.152, "charge": 0}



(4)
{"formula": "C6H22O8", "method": "wB97M-V/def2-TZVPD", "species": ["O", "C", "C", "O", "H", "H", "H", "H", "H", "H", "O", "C", "C", "O", "H", "H", "H", "H", "H", "H", "O", "C", "C", "O", "H", "H", "H", "H", "H", "H", "O", "H", "H", "O", "H", "H"], "coordinates": [[0.887, 0.874, 0.696], [2.169, 1.072, 1.192], [2.568, 2.499, 0.822], [3.917, 2.756, 1.092], [0.305, 1.589, 1.076], [2.062, 1.112, 2.297], [2.872, 0.301, 0.853], [1.916, 3.251, 1.221], [2.643, 2.616, -0.244], [4.437, 2.488, 0.323], [-1.068, 0.238, -4.180], [-1.014, -0.628, -3.168], [-1.760, -1.844, -3.648], [-1.809, -2.712, -2.486], [-1.962, 0.480, -4.352], [0.008, -0.833, -2.863], [-1.514, -0.080, -2.323], [-1.423, -2.360, -4.535], [-2.731, -1.504, -3.872], [-2.349, -3.433, -2.795], [-2.630, 0.913, 4.307], [-2.011, 0.340, 3.166], [-1.178, -0.856, 3.515], [-0.735, -1.286, 2.290], [-3.269, 1.561, 3.977], [-2.933, 0.184, 2.612], [-1.402, 1.131, 2.712], [-1.686, -1.649, 3.968], [-0.329, -0.636, 4.084], [0.058, -0.816, 2.068], [2.249, 0.195, -2.025], [1.977, -0.307, -1.251], [2.206, -0.518, -2.658], [0.853, -1.574, -0.574], [0.098, -1.800, -1.103], [0.596, -0.764, -0.182]], "e_above_lowest_ev": 2.624, "energy_ha": -843.59062, "homo_ev": -10.138, "smiles": "OCCO.OCCO.OCCO.O.O", "charge": 0}



(5)
{"formula": "C6H6N2O2", "method": "wB97M-V/def2-TZVPD", "species": ["O", "C", "C", "C", "N", "C", "O", "N", "H", "H", "H", "H", "C", "C", "H", "H"], "coordinates": [[1.786, -3.265, -0.423], [1.236, -2.184, -0.315], [1.657, -0.868, -0.880], [0.873, 0.222, -0.635], [-0.391, 0.079, -0.018], [-0.845, -1.095, 0.604], [-1.896, -1.013, 1.182], [0.005, -2.177, 0.420], [2.598, -0.927, -1.357], [1.264, 1.262, -0.909], [-1.022, 0.832, 0.113], [-0.129, -3.042, 0.958], [-0.746, 3.306, 0.164], [-1.732, 2.622, 0.476], [-0.028, 3.987, -0.277], [-2.630, 2.259, 0.897]], "e_above_lowest_ev": 1.969, "energy_ha": -492.17110, "homo_ev": -9.349, "smiles": "O=c1cc[nH]c(=O)[nH]1.C#C", "charge": 0}



(6)
{"formula": "C28H32N3O4W", "method": "wB97M-V/def2-TZVPD", "species": ["W", "C", "O", "C", "C", "C", "C", "C", "C", "N", "C", "N", "C", "C", "C", "C", "C", "C", "O", "C", "N", "C", "C", "C", "C", "C", "C", "O", "C", "H", "H", "H", "H", "H", "H", "H", "H", "H", "H", "H", "H", "H", "H", "H", "H", "H", "H", "H", "H", "H", "H", "O", "C", "C", "C", "C", "C", "C", "H", "H", "H", "H", "H", "H", "H", "H", "H", "H"], "coordinates": [[-0.671, -0.219, -1.909], [-0.810, -2.397, 5.675], [-0.406, -1.779, 4.460], [0.692, -0.980, 4.494], [1.454, -0.713, 5.618], [2.544, 0.145, 5.523], [2.859, 0.750, 4.322], [2.092, 0.495, 3.191], [1.026, -0.385, 3.266], [0.171, -0.705, 2.186], [0.425, -0.691, 0.871], [1.674, -0.598, 0.417], [2.166, -0.733, -0.909], [1.413, -0.690, -2.090], [2.121, -0.959, -3.279], [3.478, -1.194, -3.298], [4.216, -1.171, -2.119], [3.564, -0.945, -0.927], [4.169, -0.920, 0.294], [5.570, -1.152, 0.350], [-0.572, -0.838, 0.000], [-1.953, -0.754, 0.358], [-2.783, -1.866, 0.209], [-4.139, -1.750, 0.434], [-4.661, -0.516, 0.805], [-3.854, 0.599, 0.961], [-2.483, 0.494, 0.741], [-1.592, 1.501, 0.860], [-2.085, 2.783, 1.242], [-1.691, -2.983, 5.429], [-1.064, -1.648, 6.427], [-0.027, -3.056, 6.054], [1.208, -1.168, 6.566], [3.138, 0.343, 6.405], [3.692, 1.435, 4.252], [2.321, 1.017, 2.273], [-0.765, -0.981, 2.452], [2.408, -0.675, 1.111], [1.591, -0.990, -4.221], [3.981, -1.395, -4.233], [5.282, -1.344, -2.144], [5.838, -1.088, 1.400], [6.112, -0.390, -0.214], [5.815, -2.144, -0.033], [-2.337, -2.798, -0.112], [-4.787, -2.604, 0.303], [-5.726, -0.415, 0.969], [-4.293, 1.544, 1.244], [-1.211, 3.422, 1.316], [-2.588, 2.734, 2.209], [-2.768, 3.175, 0.485], [-3.657, -0.775, -2.886], [-2.636, -0.176, -2.809], [-0.367, 0.669, -4.413], [-1.524, 1.626, -4.068], [-0.959, 3.038, -3.906], [-2.581, 1.610, -5.171], [-2.129, 1.189, -2.717], [-0.399, 0.305, -5.442], [-0.422, -0.355, -3.910], [0.614, 1.098, -4.219], [-0.459, 3.362, -4.820], [-0.237, 3.073, -3.087], [-1.758, 3.749, -3.691], [-2.164, 1.979, -6.110], [-3.427, 2.242, -4.900], [-2.963, 0.602, -5.344], [-2.686, 1.963, -2.191]], "multiplicity": 3, "e_above_lowest_ev": 0.367, "energy_ha": -1618.13413, "homo_ev": [-10.385, -10.420], "charge": 1}



(7)
{"formula": "CH4O3", "method": "wB97M-V/def2-TZVPD", "species": ["O", "C", "O", "H", "H", "O", "H", "H"], "coordinates": [[0.619, -0.132, -1.350], [0.099, -1.094, -0.910], [-0.028, -1.396, 0.439], [-0.226, -1.994, -1.600], [0.347, -0.888, 1.082], [-0.505, 1.549, 0.966], [0.231, 1.415, 0.353], [-0.537, 2.540, 1.020]], "e_above_lowest_ev": 0.662, "energy_ha": -266.21171, "homo_ev": -11.210, "smiles": "O=CO.O", "charge": 0}



(8)
{"formula": "C41H59BiN7OPS3Si", "method": "wB97M-V/def2-TZVPD", "species": ["Bi", "O", "C", "C", "C", "C", "C", "C", "C", "N", "C", "C", "N", "H", "H", "H", "H", "H", "H", "H", "C", "N", "C", "C", "N", "C", "S", "C", "C", "C", "C", "C", "N", "H", "H", "H", "H", "H", "H", "H", "H", "H", "S", "C", "C", "C", "C", "C", "C", "H", "H", "H", "H", "H", "S", "C", "N", "C", "C", "C", "C", "P", "N", "C", "C", "C", "C", "C", "C", "C", "C", "H", "H", "H", "H", "H", "H", "H", "H", "H", "H", "H", "H", "H", "H", "H", "H", "H", "H", "H", "H", "H", "H", "H", "H", "H", "H", "H", "C", "Si", "C", "C", "C", "H", "H", "H", "H", "H", "H", "H", "H", "H", "H", "H"], "coordinates": [[14.399, 10.185, 11.070], [12.900, 9.169, 12.670], [12.883, 8.074, 13.285], [11.723, 7.776, 14.091], [11.612, 6.550, 14.651], [12.584, 5.516, 14.466], [13.713, 5.840, 13.762], [13.925, 7.122, 13.187], [15.265, 7.463, 12.799], [15.650, 8.617, 12.186], [17.035, 8.645, 12.205], [17.498, 7.503, 12.727], [16.381, 6.785, 13.111], [10.880, 8.513, 14.133], [10.671, 6.295, 15.025], [12.289, 4.554, 14.842], [14.381, 5.032, 13.546], [17.529, 9.492, 11.820], [18.503, 7.097, 12.781], [16.471, 5.871, 13.474], [16.729, 13.803, 12.767], [15.369, 14.180, 13.178], [14.894, 15.485, 13.226], [13.634, 15.417, 13.633], [13.283, 14.102, 13.811], [14.353, 13.308, 13.491], [14.474, 11.627, 13.677], [12.055, 13.713, 14.319], [10.929, 14.019, 13.473], [9.701, 13.795, 13.950], [9.599, 12.828, 15.131], [10.716, 13.277, 16.042], [11.936, 13.549, 15.669], [17.491, 13.966, 13.530], [16.953, 14.289, 11.777], [16.713, 12.699, 12.550], [15.494, 16.334, 12.942], [12.945, 16.173, 13.848], [11.225, 14.381, 12.506], [8.808, 14.071, 13.400], [8.705, 12.981, 15.697], [10.634, 13.313, 17.108], [13.529, 13.150, 10.604], [12.283, 13.527, 9.420], [11.922, 12.631, 8.431], [10.800, 12.869, 7.661], [10.155, 14.100, 7.780], [10.592, 15.023, 8.711], [11.588, 14.731, 9.613], [12.474, 11.743, 8.302], [10.391, 12.087, 6.995], [9.253, 14.281, 7.232], [10.019, 15.957, 8.758], [11.729, 15.392, 10.432], [13.044, 8.323, 9.145], [14.071, 7.072, 9.467], [14.794, 6.215, 9.784], [15.016, 11.593, 7.554], [16.301, 10.907, 7.209], [15.817, 9.544, 6.540], [17.087, 11.741, 6.134], [17.217, 10.664, 8.845], [16.287, 10.427, 10.031], [18.491, 9.297, 8.420], [19.227, 9.313, 7.059], [19.523, 9.266, 9.492], [17.716, 7.976, 8.576], [18.330, 12.191, 9.174], [17.333, 13.390, 9.024], [19.547, 12.439, 8.300], [18.722, 12.104, 10.648], [14.593, 12.021, 6.661], [15.036, 12.454, 8.233], [14.247, 10.896, 7.907], [14.980, 9.892, 5.951], [15.426, 8.803, 7.232], [16.551, 9.067, 5.959], [16.461, 12.121, 5.320], [17.862, 11.156, 5.685], [17.441, 12.576, 6.561], [19.885, 10.189, 7.078], [18.614, 9.255, 6.211], [19.850, 8.388, 7.074], [20.218, 10.134, 9.485], [20.148, 8.344, 9.429], [19.079, 9.221, 10.503], [17.099, 7.717, 7.669], [17.003, 8.049, 9.443], [18.360, 7.086, 8.694], [17.028, 13.559, 8.001], [17.816, 14.292, 9.467], [16.443, 13.255, 9.688], [19.272, 12.593, 7.262], [20.349, 11.739, 8.351], [20.022, 13.384, 8.692], [17.960, 11.598, 11.205], [18.895, 13.117, 11.050], [19.607, 11.473, 10.773], [8.378, 9.058, 12.965], [8.800, 10.905, 13.104], [9.783, 11.224, 11.528], [7.063, 11.666, 13.099], [9.695, 11.328, 14.743], [7.532, 8.905, 12.285], [8.016, 8.665, 13.910], [9.252, 8.417, 12.657], [9.087, 10.986, 10.729], [10.508, 10.434, 11.501], [10.279, 12.216, 11.301], [6.459, 11.139, 12.345], [7.011, 12.736, 12.954], [6.493, 11.429, 14.020], [9.292, 10.711, 15.536], [10.796, 11.109, 14.669]], "e_above_lowest_ev": 2.370, "energy_ha": -4096.27769, "homo_ev": -0.539, "charge": -2}